1.
74
Properties=species:S:1:pos:R:3:forces:R:3:mulliken_charge:R:1 method="wB97M-V/def2-TZVPD" orbital_gap_ev=9.329 relative_energy_kcal_mol=31.4 e_homo_ev=-8.65 total_energy_ha=-1609.8261 smiles="CCC(C)(C)NC(=O)[C@H](c1ccc(C)cc1)N(C[C@H]1CCCO1)C(=O)CCC(=O)Nc1ccccn1" largest_force_ev_per_a=0.64
O -4.15445 -1.28354 -2.57897 -0.253 0.039 -0.195 -0.635
O 2.57815 3.13098 1.02917 0.101 0.346 0.308 -0.715
O 0.62718 0.20863 -1.54694 -0.066 -0.158 -0.300 -0.831
O -1.41554 -1.05396 2.04124 0.076 0.125 -0.297 -0.324
N -4.45131 -3.22227 1.14761 0.254 0.110 -0.242 -0.411
N 2.44489 2.18751 -1.04058 0.023 -0.031 -0.509 0.434
N -3.45825 -2.13458 -0.58179 0.256 -0.095 0.245 -0.002
N 0.29276 0.83138 0.59193 0.340 0.019 0.136 0.684
C -1.67178 0.42978 3.88583 0.077 -0.099 -0.115 -0.902
C -3.29116 -1.43284 -1.74631 0.464 0.134 -0.048 0.632
C -0.77509 0.03697 2.68893 0.207 0.490 0.052 0.979
C -4.60025 -2.74507 -0.08652 -0.462 -0.182 0.095 0.453
C 2.45901 -0.36543 0.44496 0.127 -0.160 0.102 0.023
C -1.63539 0.18958 -0.77872 0.143 -0.182 -0.145 -0.178
C 2.92562 2.78850 -3.30582 -0.018 0.098 0.245 -2.114
C -6.70225 -3.99857 1.09844 -0.066 -0.002 -0.026 -0.576
C -2.18759 -1.73037 3.01641 -0.302 -0.190 0.403 -0.027
C 1.83029 -1.60240 0.52236 0.097 0.048 0.030 -0.103
C -6.85469 -3.49631 -0.18774 0.183 -0.027 0.214 -0.457
C 1.73170 0.89021 0.86847 0.172 0.156 -0.089 0.596
C -5.47721 -3.83108 1.71839 -0.231 -0.099 0.010 -0.291
C -5.79433 -2.85748 -0.80053 -0.017 0.047 -0.124 -0.450
C -0.14090 0.41459 -0.61873 -0.500 0.133 0.001 0.814
C 2.31152 2.20321 0.28664 -0.198 -0.578 0.200 -0.733
C -1.89420 -0.85635 -1.86975 0.002 0.201 -0.091 -0.835
C 4.27358 3.75104 -1.42162 -0.191 0.016 -0.017 -1.861
C 4.46314 -1.47790 -0.28788 -0.021 -0.106 0.013 -1.124
C 3.78919 -0.31882 0.05049 -0.130 0.035 0.134 -0.557
C 4.55269 -3.96430 -0.63661 -0.034 0.021 -0.086 -1.529
C 1.84524 4.44397 -1.70937 0.134 0.065 -0.077 -0.420
C -2.79562 -0.61427 3.86537 0.134 -0.142 -0.201 -0.642
C 2.87873 3.31196 -1.87177 0.023 0.238 0.129 1.243
C -0.56915 1.19229 1.69648 -0.257 -0.398 0.399 -2.145
C 2.08729 5.67784 -2.56949 -0.065 -0.194 0.117 -1.409
C 3.83135 -2.71298 -0.23799 0.046 0.031 0.027 1.075
C 2.50668 -2.75665 0.17757 0.031 0.031 0.043 -1.421
H 2.06974 1.37274 -1.52115 0.028 0.066 0.177 0.259
H 3.31821 3.54596 -3.97744 0.026 0.062 -0.076 0.491
H -2.11054 1.13552 -1.05137 -0.025 0.024 0.068 0.123
H 0.80240 -1.66701 0.84959 -0.139 -0.005 0.025 0.530
H 2.05438 5.43436 -3.62828 0.019 0.057 -0.146 0.331
H -3.68144 -0.21723 3.36957 -0.043 -0.024 0.010 0.309
H -7.79426 -3.60370 -0.70946 -0.054 0.002 -0.051 0.408
H -1.77902 -0.41545 -2.85923 -0.044 -0.148 0.069 0.378
H -7.51071 -4.50345 1.60238 -0.054 -0.046 0.068 0.376
H 0.20840 -0.30203 3.05095 -0.074 0.030 -0.059 0.271
H 1.99822 -3.70883 0.23606 -0.047 -0.106 0.011 0.407
H -2.92510 -2.34576 2.49620 0.186 0.062 0.150 -0.158
H -0.10262 2.02671 2.22841 -0.093 -0.016 -0.062 0.422
H -1.53502 -2.36883 3.62890 -0.019 0.008 -0.023 0.286
H -1.53534 1.53195 1.32312 0.023 0.031 0.079 0.511
H -5.86937 -2.45256 -1.79489 0.016 0.014 -0.028 0.470
H 4.64818 4.54663 -2.05831 0.080 0.098 -0.098 0.506
H 3.57190 1.91515 -3.35968 0.088 -0.098 -0.032 0.465
H -1.10551 0.38227 4.81433 0.008 0.063 0.010 0.343
H 4.23733 4.10141 -0.39413 0.055 0.045 0.058 0.379
H 1.83837 0.98476 1.95603 -0.054 0.106 -0.221 0.851
H -5.29586 -4.19680 2.72100 -0.082 -0.069 0.081 0.404
H -1.16277 -1.66161 -1.77177 -0.002 -0.010 -0.035 0.407
H 3.04814 6.13145 -2.34354 0.111 0.111 -0.026 0.319
H -2.05041 -0.15615 0.16447 -0.024 0.176 -0.066 0.000
H 5.49763 -1.42063 -0.59546 0.115 -0.002 -0.021 0.385
H 4.18035 -4.82149 -0.08010 0.026 -0.086 0.016 0.385
H -2.67596 -2.18267 0.06095 -0.086 0.043 -0.104 -0.041
H 0.86019 4.03172 -1.94608 -0.017 -0.056 0.040 0.326
H 1.84066 4.73603 -0.65801 -0.064 -0.069 0.001 0.430
H -2.05722 1.44141 3.77163 0.006 0.080 0.045 0.384
H 1.93058 2.50221 -3.63898 -0.137 -0.045 -0.089 0.411
H 4.30534 0.62875 0.01589 0.073 0.079 -0.045 0.522
H 4.96120 2.90992 -1.48058 0.093 -0.082 -0.033 0.388
H 1.31300 6.41545 -2.36991 -0.024 0.106 -0.037 0.409
H 5.62224 -3.86790 -0.46490 0.074 -0.055 0.001 0.385
H 4.39764 -4.15949 -1.69832 0.044 -0.088 -0.054 0.276
H -3.07281 -0.95605 4.85896 -0.065 0.002 0.056 0.408

2.
68
Properties=species:S:1:pos:R:3:forces:R:3:mulliken_charge:R:1 method="wB97M-V/def2-TZVPD" orbital_gap_ev=2.596 relative_energy_kcal_mol=3.4 e_homo_ev=-5.62 total_energy_ha=-1240.0736 largest_force_ev_per_a=1.35
O 2.40928 -0.07535 1.14642 -0.379 0.105 0.009 -0.711
O -1.22577 1.98430 1.03640 -0.784 -0.438 0.072 -0.782
C 1.25507 -2.38405 9.50777 0.121 0.143 0.043 -0.901
C -2.55531 -3.87771 2.12085 -0.070 -0.033 0.363 -1.014
C 1.30656 -3.52408 8.70281 -0.143 0.047 -0.427 1.023
C -3.08202 -3.65518 6.37189 -0.215 0.096 0.239 -1.660
C -0.39228 -3.74032 5.20915 -0.891 -0.416 -0.121 0.271
C 1.55678 2.11908 0.98181 -0.090 0.451 0.038 -1.080
C 0.92085 -4.83410 9.34195 -0.146 -0.236 0.322 -1.634
C -3.91122 -3.40809 4.04916 0.094 -0.114 0.741 -0.885
C 1.69861 -3.42440 7.34701 0.132 0.223 0.230 -0.082
C -2.83360 -3.59596 4.89586 -0.303 0.613 -0.225 0.745
C 2.12138 -2.17071 6.86868 -0.375 0.287 0.198 1.898
C 0.11684 -1.47694 0.94019 0.184 -0.533 -0.110 -0.461
C 1.60530 -1.13032 9.01380 0.073 -0.085 -0.571 0.454
C -0.15768 -4.47507 2.26760 0.104 -0.147 -0.451 -1.755
C -1.50866 -3.80330 4.35095 0.113 -0.128 0.211 0.310
C 2.01205 -1.04171 7.68067 -0.002 -0.402 0.430 -0.929
C 1.69789 -4.64119 6.42548 -0.132 0.180 0.253 0.097
C -3.80112 -3.50927 2.66154 0.490 0.148 -0.349 0.718
C 1.59751 0.12501 9.83131 -0.101 0.219 0.265 -1.553
C -5.01360 -3.23882 1.81741 -0.057 -0.068 -0.184 -1.774
C 0.04509 -0.00904 1.07591 0.479 1.208 -0.289 0.117
C -2.52385 0.02462 0.96862 -0.385 -0.312 -0.026 -0.601
C 2.65751 -1.92283 5.48858 0.336 0.326 -0.618 -2.154
C -1.18521 0.73523 1.03132 1.048 0.609 0.038 0.813
C 0.90100 -4.43919 5.08668 0.896 -0.247 0.127 -1.224
C 1.39112 0.63401 1.08098 -0.875 -1.022 -0.017 0.632
C 3.12614 -5.15432 6.16546 -0.011 -0.142 -0.035 -1.680
C -1.42978 -4.05541 2.92898 -0.105 -0.370 -0.355 1.519
H 3.73853 -4.46023 5.58454 -0.138 -0.160 0.124 0.306
H -4.14921 -3.48794 6.56651 0.337 0.001 0.037 0.384
H 0.25044 -5.41407 2.65955 -0.223 0.185 0.031 0.471
H -3.20163 0.46779 1.71074 0.197 0.013 -0.212 0.341
H -2.50941 -2.89981 6.92094 -0.045 -0.088 -0.018 0.350
H 3.27567 -2.74872 5.10074 -0.400 0.503 0.090 0.130
H 2.27018 -0.06553 7.27041 0.072 -0.199 0.076 0.491
H 0.71562 -1.87654 1.77336 -0.030 -0.144 -0.152 -0.101
H 1.19156 -5.45767 6.95684 -0.030 0.221 -0.094 0.578
H 0.70005 -4.65524 10.40346 0.050 -0.135 -0.293 0.391
H 3.30643 -1.02650 5.52335 -0.365 -0.470 -0.166 0.554
H 1.84621 -1.70211 4.76581 0.437 -0.104 0.225 0.369
H 0.93184 -2.49040 10.55029 0.178 0.078 -0.377 0.243
H 0.59542 2.62390 0.96250 0.242 0.021 0.039 0.308
H 0.01733 -5.28374 8.90208 0.266 0.100 0.013 0.311
H -5.45709 -2.26082 2.06431 0.259 -0.275 -0.045 0.392
H 3.10695 -6.10821 5.63215 -0.025 0.030 -0.040 0.452
H -4.89724 -3.19123 4.47784 0.407 -0.171 -0.101 0.364
H 0.62208 -3.71241 2.36654 -0.076 -0.047 -0.003 0.250
H 2.11344 2.36225 0.07338 0.099 -0.126 0.056 0.264
H 3.63984 -5.32635 7.11772 -0.135 0.057 -0.127 0.402
H -4.78153 -3.25652 0.74589 -0.054 -0.003 0.293 0.336
H -0.49777 -3.14834 6.13184 -0.161 -0.425 -0.271 0.412
H -2.82025 -4.64084 6.78344 0.010 0.264 -0.147 0.336
H 1.52827 -3.87153 4.38076 -0.038 -0.171 0.048 0.335
H -5.79052 -3.99097 2.02418 0.218 0.147 -0.080 0.462
H -2.97504 0.16665 -0.02727 0.171 0.010 0.309 0.243
H 0.64787 -1.77008 0.01630 -0.002 -0.004 0.299 0.271
H -2.45213 -1.04720 1.16302 -0.143 0.085 -0.015 -0.134
H -0.85937 -1.96467 0.92095 0.150 0.032 0.093 -0.109
H 1.26122 -0.06520 10.85756 0.082 0.119 -0.214 0.358
H 2.14522 2.45223 1.83767 0.103 0.042 -0.015 0.262
H 1.72719 -5.58113 9.30545 -0.202 0.182 -0.103 0.303
H -0.33203 -4.61982 1.19368 0.091 0.117 0.295 0.329
H 0.93593 0.87219 9.37088 0.116 -0.155 0.196 0.342
H 0.79382 -5.44983 4.65274 -0.175 0.523 -0.058 0.716
H -2.46918 -4.03977 1.04109 0.037 0.132 0.434 0.236
H 2.60409 0.56857 9.86255 -0.288 -0.150 0.071 0.331

3.
73
Properties=species:S:1:pos:R:3:forces:R:3:mulliken_charge:R:1 method="wB97M-V/def2-TZVPD" orbital_gap_ev=1.246 e_homo_ev=0.12 total_energy_ha=-1616.3319 total_charge=-2 largest_force_ev_per_a=2.12
O -8.29970 -7.82876 3.47834 0.036 0.093 -0.185 -0.799
O -6.65363 -5.38892 -0.17257 0.450 0.263 -0.248 -0.736
O -5.97077 -7.12554 4.87451 -0.460 -0.296 0.101 -0.757
O 4.29706 3.94251 -2.88170 -0.359 2.082 -0.229 -0.550
O 6.59469 -0.43336 -2.11557 1.329 -1.398 0.342 -0.544
O -4.21226 -4.96845 1.10068 -0.051 -0.063 0.261 -0.864
O -4.60811 -1.54402 -1.11353 -0.087 0.201 0.196 -0.324
C -3.82616 1.19824 -0.62998 0.915 -0.024 0.242 -0.672
C 4.02534 3.16658 -0.14010 -0.343 0.416 -0.151 -1.395
C -5.08091 -6.09205 2.99820 0.055 -0.270 0.609 -0.816
C -0.59193 3.46935 0.51464 0.391 0.927 -0.620 -0.262
C -6.45625 -5.84788 0.96331 -0.903 -0.539 0.327 0.596
C 7.05532 -0.65370 1.87847 0.062 0.305 0.036 -1.327
C -6.12734 -6.80370 3.69006 0.976 0.570 -0.247 0.464
C 4.45386 2.79315 -2.61585 -0.171 -1.306 -0.169 0.276
C -2.33035 1.40969 -0.96769 -0.522 0.433 -0.469 -0.561
C 1.60717 3.99920 -0.59549 0.147 -0.108 0.898 -0.459
C 4.68669 -0.79358 0.34554 0.202 0.890 -0.354 -1.890
C -3.83934 -1.26940 0.03193 0.230 -0.481 0.193 -0.222
C 5.45559 0.57186 0.35290 0.208 -1.029 -0.128 0.506
C -5.12391 -5.59539 1.70774 -0.150 0.168 -0.529 0.646
C 2.50894 2.92687 0.08283 -0.007 0.868 0.209 -0.604
C 0.55371 4.52041 0.40824 -0.195 -0.771 -0.583 -1.200
C -4.00520 0.16651 0.48623 -0.323 0.128 -0.586 -1.076
C -7.42082 -7.14492 2.90721 0.114 -0.192 0.604 0.304
C 4.61414 2.31415 -1.21127 -0.491 0.805 -0.259 0.694
C -2.11527 2.84505 -1.48386 -0.026 0.297 0.798 -1.139
C 5.12377 0.67397 -3.51412 0.519 -1.136 0.618 -0.664
C -1.79247 3.87435 -0.37814 -0.082 -0.523 0.219 -0.729
C 6.93910 0.39265 0.74321 0.094 -0.780 0.970 -0.497
C -7.46426 -6.63122 1.61620 0.046 0.290 -0.731 -0.791
C 5.24454 1.17720 -1.00835 0.882 -0.820 0.681 -0.286
C 5.75080 0.40469 -2.18266 -1.225 0.891 -0.686 0.509
C 4.49122 1.79268 -3.71701 -0.573 0.590 -0.082 -0.648
C -4.80584 -2.95006 -1.29053 -0.140 -0.556 -0.345 -0.488
H -1.60954 4.82011 -0.89023 0.157 0.133 0.163 0.454
H 4.54257 3.07316 0.81014 0.199 -0.206 -0.093 0.652
H 4.01768 1.97837 -4.66840 -0.057 0.536 -0.013 0.418
H 2.19616 4.86321 -0.90700 0.206 -0.242 -0.283 0.529
H 3.79764 -0.66371 -0.27432 -0.070 -0.203 0.045 0.453
H 4.34946 -1.04765 1.34462 0.152 -0.294 0.031 0.453
H 4.14459 4.20457 -0.45384 0.055 0.037 0.050 0.498
H -2.65158 4.05143 0.27450 -0.173 -0.133 -0.175 0.383
H -4.35552 0.93001 -1.54333 -0.215 -0.123 0.140 0.367
H -4.51729 -3.55760 -0.42560 -0.196 0.116 0.077 0.230
H 5.21178 -0.10175 -4.25903 0.198 -0.103 -0.059 0.429
H 7.03398 -1.67401 1.50347 0.027 -0.045 -0.023 0.323
H 2.33754 3.04895 1.15366 0.049 -0.207 0.083 0.436
H -4.18098 -5.94648 3.59114 0.042 0.097 -0.062 0.359
H -1.32529 2.92292 -2.23534 0.041 -0.188 -0.026 0.418
H 4.99398 1.15811 1.14192 -0.096 0.317 -0.182 0.619
H -3.04589 3.18676 -1.94418 0.065 -0.119 -0.313 0.435
H -5.85691 -3.13714 -1.49847 -0.070 0.022 0.150 0.191
H -4.13030 -1.92319 0.86175 -0.030 -0.098 -0.086 0.374
H 7.56290 0.04651 -0.07673 -0.175 0.168 -0.164 0.307
H -1.76513 1.19511 -0.06042 0.247 0.143 -0.076 0.449
H 5.32317 -1.55108 -0.10410 -0.179 -0.255 0.133 0.408
H -4.21083 2.16246 -0.28319 -0.099 0.015 -0.007 0.453
H -4.24374 -3.33968 -2.15089 0.165 0.317 -0.019 0.212
H 1.01550 4.71439 1.37830 0.140 -0.007 -0.033 0.380
H 1.11940 3.54056 -1.45594 -0.102 0.360 -0.187 0.137
H -2.78702 -1.52434 -0.18235 0.064 0.254 0.084 0.205
H -0.87145 3.27319 1.54842 -0.181 0.106 -0.012 0.559
H -0.18860 2.53743 0.12037 0.000 -0.147 0.185 -0.018
H 7.39036 1.29991 1.15014 -0.290 0.330 -0.348 0.313
H 7.97384 -0.50720 2.44711 0.112 -0.102 -0.101 0.409
H -3.26337 0.35283 1.26792 -0.050 0.060 0.091 0.318
H -4.99237 0.29912 0.93534 -0.038 -0.155 -0.012 0.415
H 6.23793 -0.55894 2.59413 -0.044 0.069 0.036 0.335
H -8.34276 -6.81594 1.00282 -0.088 -0.033 0.112 0.357
H -1.96870 0.73160 -1.74208 -0.209 -0.300 0.140 0.247
H 2.18821 1.91352 -0.15679 0.163 -0.054 -0.147 0.348
H 0.19315 5.47631 0.02466 -0.269 0.004 0.199 0.449